[1]
16
Properties=species:S:1:pos:R:3:forces:R:3:mulliken_charge:R:1 method="wB97M-V/def2-TZVPD" relative_energy_kj_mol=160.0 largest_force_ev_per_a=4.484 e_tot_ev=-11911.6361 e_lumo_ev=4.048 total_charge=-1 homo_ha=-0.173
C 1.65107 2.66838 -1.22845 3.04 -2.20 -2.46 -1.05
C 1.34073 1.27575 -0.69210 0.36 -1.52 -0.06 0.77
O 0.71161 0.50414 -1.50453 0.91 1.03 1.36 -0.75
O 1.74664 1.02486 0.49387 -0.91 0.01 -1.61 -0.77
H 0.72701 3.06811 -1.45112 -1.63 1.69 -0.41 0.25
H 2.35725 2.65334 -2.18674 -1.93 -0.44 1.37 0.21
H 2.33545 3.10336 -0.57908 0.31 1.56 1.71 0.37
C -1.21893 -1.50472 -0.64760 2.12 -1.95 -3.26 -0.91
C -1.49934 -1.49501 0.80060 0.91 0.82 3.68 0.70
O -2.07396 -2.27193 1.55602 -1.02 -1.31 -1.69 -0.68
N -0.88759 -0.45476 1.48697 0.21 -0.51 1.95 -0.39
H -0.62908 -0.63126 2.54705 -1.08 0.27 -3.25 0.24
H -0.11767 -0.14867 0.96283 1.68 1.39 -0.50 0.20
H -1.77171 -0.87065 -1.33140 -0.65 0.34 0.52 0.26
H -1.26386 -2.53970 -1.12741 -0.50 0.99 1.08 0.27
H -0.13982 -1.17411 -1.00055 -1.82 -0.16 1.57 0.30

=====

[2]
16
Properties=species:S:1:pos:R:3:forces:R:3:mulliken_charge:R:1 method="wB97M-V/def2-TZVPD" relative_energy_kj_mol=38.2 largest_force_ev_per_a=1.849 e_tot_ev=-11912.8983 e_lumo_ev=3.839 total_charge=-1 homo_ha=-0.169
C -0.75703 -1.78527 -0.98706 0.57 0.67 -0.66 -0.76
C -1.77629 -0.65095 -0.99654 -1.41 1.01 0.64 0.58
O -1.32431 0.53712 -0.85642 0.13 -0.44 -0.11 -0.81
O -2.99043 -0.91087 -1.14438 0.79 -0.43 -0.04 -0.74
H -0.71685 -2.07636 -2.04367 0.06 -0.55 0.26 0.22
H -0.94400 -2.61664 -0.31538 -0.45 -0.10 -0.15 0.24
H 0.21695 -1.36247 -0.75134 0.16 -0.08 0.07 0.21
C 0.82212 0.34070 2.05177 -0.03 -0.49 0.87 -0.92
C 1.77654 0.81972 0.99474 -0.65 -0.03 -1.26 0.60
O 2.96477 1.00513 1.20385 0.51 0.10 0.49 -0.70
N 1.19559 1.09657 -0.19400 -0.96 0.19 -0.17 -0.32
H 1.63541 1.77020 -0.78533 0.76 -0.05 -0.22 0.18
H 0.16860 0.93354 -0.45668 0.46 -0.32 0.59 0.36
H -0.15002 0.80430 1.92421 -0.02 0.37 0.20 0.31
H 1.32325 0.57096 2.99444 -0.40 0.23 0.10 0.31
H 0.57838 -0.72417 2.12597 0.48 -0.08 -0.60 0.24

=====

[3]
16
Properties=species:S:1:pos:R:3:forces:R:3:mulliken_charge:R:1 method="wB97M-V/def2-TZVPD" relative_energy_kj_mol=42.0 largest_force_ev_per_a=2.008 e_tot_ev=-11912.8588 e_lumo_ev=3.817 total_charge=-1 homo_ha=-0.166
C 1.33699 1.59937 -2.63939 -1.20 -0.89 1.34 -0.89
C 0.15737 0.78981 -1.97138 0.77 -0.60 -0.08 0.67
O -0.99596 1.25622 -1.96471 -0.01 0.33 -0.02 -0.74
O 0.54078 -0.30465 -1.46983 -0.26 0.00 0.09 -0.76
H 0.88907 2.37034 -3.25442 0.53 0.19 -0.29 0.28
H 1.99028 0.85370 -3.07952 -0.01 0.23 -0.64 0.29
H 1.88267 1.96152 -1.76595 0.04 0.55 -0.20 0.18
C -0.20440 -1.81683 2.36263 0.74 0.29 -1.07 -0.96
C -0.74568 -0.43457 2.13304 -1.37 1.10 0.12 0.67
O -0.89641 0.40778 3.01853 0.57 -0.47 0.11 -0.68
N -1.27106 -0.23278 0.90144 0.02 0.06 -0.48 -0.39
H -1.56135 0.69674 0.61445 0.14 -0.10 0.41 0.23
H -0.93465 -0.72755 0.08617 0.43 -0.16 -0.14 0.25
H 0.28109 -1.92130 3.32418 -0.39 -0.13 0.24 0.28
H 0.54562 -2.00173 1.58580 0.06 -0.03 0.06 0.30
H -1.01436 -2.49607 2.11897 -0.06 -0.37 0.55 0.27

=====

[4]
16
Properties=species:S:1:pos:R:3:forces:R:3:mulliken_charge:R:1 method="wB97M-V/def2-TZVPD" relative_energy_kj_mol=783.1 largest_force_ev_per_a=4.801 e_tot_ev=-11905.1782 e_lumo_ev=1.430 total_charge=-1 homo_ha=-0.168
O 2.51351 1.46208 0.55762 -0.96 0.70 -0.19 -0.53
C 1.32359 1.20621 0.70946 1.29 0.46 1.38 0.04
N 0.91143 -0.07235 0.79932 -1.98 -1.49 -1.25 -0.33
C -0.26464 -0.40312 0.19047 4.35 -0.89 -1.13 0.42
C -1.55273 -0.67055 1.12432 -3.45 -0.24 3.33 -0.56
O -1.96872 0.35858 1.79505 0.50 -0.20 -1.28 -0.64
C -0.71910 0.21502 -1.18443 -0.32 1.65 -0.94 -0.32
O -0.46422 -0.68680 -2.11642 -0.03 -0.60 0.94 -0.67
H 2.49221 -0.80214 -1.37970 -0.01 0.00 -0.15 0.10
H 0.55871 1.94972 1.01729 0.12 0.30 -0.41 0.36
H 2.70458 -0.10484 -1.23668 0.09 -0.11 -0.03 -0.11
H -2.28842 -1.14233 0.43800 0.32 0.36 -0.47 0.34
H -1.23168 -1.46908 1.83324 0.75 0.07 -0.53 0.29
H -0.09655 1.12673 -1.34098 -0.35 0.07 0.25 0.18
H -0.13681 -1.46579 -0.13949 -0.30 -0.26 0.52 0.09
H -1.78116 0.49867 -1.06707 -0.02 0.17 -0.06 0.33